No. 1
{
  "formula": "C30H48LuN2O10S3Si",
  "method": "wB97M-V/def2-TZVPD",
  "homo_ev": -4.4,
  "spin_multiplicity": 1,
  "relative_energy_kj_mol": 58.4,
  "e_lumo_ev": 1.6,
  "total_charge": -1,
  "species": ["Lu", "C", "C", "C", "C", "C", "C", "C", "S", "O", "O", "N", "C", "C", "O", "O", "H", "H", "H", "H", "H", "H", "H", "H", "H", "O", "N", "C", "C", "C", "C", "C", "S", "H", "H", "H", "H", "O", "S", "C", "C", "C", "C", "H", "H", "H", "H", "H", "H", "H", "H", "C", "C", "C", "C", "O", "Si", "O", "O", "C", "C", "C", "C", "O", "C", "C", "C", "C", "H", "H", "H", "H", "H", "H", "H", "H", "H", "H", "H", "H", "H", "H", "H", "H", "H", "H", "H", "H", "H", "H", "H", "H", "H", "H", "H"],
  "positions_angstrom": [[-15.82764, -5.67879, -14.03132], [-20.65757, -9.35294, -20.23853], [-19.50924, -8.90414, -19.32580], [-18.45078, -9.82978, -19.20036], [-17.33617, -9.49550, -18.44916], [-17.26968, -8.24854, -17.83251], [-18.32914, -7.32776, -17.96349], [-19.42147, -7.60507, -18.77402], [-15.93398, -8.06290, -16.65585], [-16.47889, -6.93736, -15.80213], [-15.86201, -9.28482, -15.90100], [-14.70931, -7.69604, -17.52284], [-13.52000, -7.02173, -17.16594], [-13.11053, -6.71979, -15.64708], [-11.98765, -7.04676, -15.20566], [-13.99683, -6.04490, -15.02849], [-20.35273, -9.64002, -21.26052], [-21.35902, -8.54819, -20.31625], [-21.20972, -10.17579, -19.76844], [-18.55418, -10.83444, -19.59276], [-16.55804, -10.24464, -18.20342], [-18.31598, -6.33914, -17.48612], [-20.19910, -6.81780, -18.97262], [-13.54627, -6.07464, -17.71949], [-12.66554, -7.64778, -17.46148], [-17.77308, -5.82952, -13.10318], [-18.54574, -6.70367, -12.49949], [-19.68366, -6.30454, -11.88878], [-20.49404, -7.24057, -11.30939], [-20.16131, -8.61767, -11.36388], [-18.96040, -8.99552, -11.92419], [-18.09109, -8.02185, -12.50901], [-16.54974, -8.50880, -12.98874], [-19.90123, -5.25232, -11.89637], [-21.32711, -6.82595, -10.78003], [-20.87127, -9.35006, -11.02057], [-18.53717, -9.96239, -11.85093], [-16.56638, -3.93898, -15.08537], [-16.35254, -2.69358, -16.00901], [-17.12777, -1.30400, -15.15944], [-16.02140, -0.17526, -14.99507], [-14.70238, -0.94855, -14.84251], [-14.66737, -2.04372, -15.92155], [-17.61025, -1.58429, -14.21912], [-17.88337, -0.99062, -15.90407], [-16.28725, 0.52079, -14.20263], [-15.96769, 0.45739, -15.89239], [-14.71289, -1.43569, -13.86220], [-13.79087, -0.34124, -14.90367], [-13.89708, -2.83449, -15.63905], [-14.46509, -1.65595, -16.89175], [-11.44046, -3.18918, -10.02083], [-12.15090, -2.58972, -11.25359], [-11.40567, -2.87590, -12.51382], [-12.57115, -1.14000, -11.07758], [-13.39949, -3.34171, -11.43024], [-13.68510, -4.95841, -11.27656], [-14.97365, -5.23512, -12.21357], [-12.38762, -5.85368, -11.69129], [-11.81279, -7.14125, -11.27090], [-10.33805, -7.12481, -11.62940], [-11.89094, -7.39057, -9.74435], [-12.59221, -8.26642, -11.95517], [-14.08702, -5.37632, -9.75200], [-15.23256, -5.19556, -8.91383], [-16.13722, -6.35575, -9.22783], [-15.84608, -3.88832, -9.29732], [-14.70063, -5.18925, -7.49494], [-10.62669, -2.56111, -9.69372], [-10.99799, -4.13585, -10.30116], [-12.12747, -3.36540, -9.17993], [-10.34851, -2.54308, -12.33916], [-11.81008, -2.28726, -13.30686], [-11.39532, -3.95071, -12.71602], [-11.71770, -0.48442, -10.87045], [-13.31429, -1.05565, -10.27002], [-13.07940, -0.72981, -11.94545], [-9.83093, -6.20301, -11.35231], [-10.31057, -7.10376, -12.72664], [-9.87971, -8.01676, -11.14377], [-11.37033, -6.64860, -9.15015], [-11.48720, -8.37659, -9.50350], [-12.89962, -7.50991, -9.34683], [-12.67014, -8.08069, -13.02199], [-13.60529, -8.44469, -11.58236], [-12.00764, -9.18165, -11.84535], [-16.34858, -6.33959, -10.31416], [-17.06162, -6.35883, -8.64875], [-15.61170, -7.28504, -8.89867], [-16.10437, -3.90196, -10.37011], [-15.08606, -3.11828, -9.12395], [-16.81014, -3.71738, -8.76842], [-14.40406, -6.20704, -7.21455], [-15.51230, -4.85332, -6.84614], [-13.83513, -4.56681, -7.35648]]
}

No. 2
{
  "formula": "C30H48P2Ru",
  "method": "wB97M-V/def2-TZVPD",
  "homo_ev": [-12.9, -12.9],
  "spin_multiplicity": 5,
  "relative_energy_kj_mol": 160.3,
  "e_lumo_ev": [-6.1, -7.7],
  "total_charge": 2,
  "species": ["Ru", "C", "C", "C", "C", "C", "C", "H", "H", "H", "C", "H", "H", "H", "C", "H", "H", "H", "C", "H", "H", "H", "C", "H", "H", "H", "C", "C", "C", "C", "C", "C", "C", "C", "H", "H", "H", "H", "H", "H", "H", "H", "H", "H", "H", "H", "P", "P", "C", "C", "H", "H", "H", "H", "C", "H", "H", "H", "C", "H", "H", "H", "C", "H", "H", "H", "C", "H", "H", "H", "C", "C", "C", "C", "C", "C", "H", "H", "H", "H", "H"],
  "positions_angstrom": [[2.15644, 0.65401, -3.16678], [-1.70223, -0.27137, 3.75715], [-2.06817, 0.98879, 3.22066], [-3.43063, -0.61027, 2.28377], [-2.50871, -1.26461, 3.14240], [-3.16141, 0.78423, 2.33513], [-0.69401, -0.53969, 4.79728], [-0.34912, 0.38289, 5.26971], [0.18272, -1.06135, 4.39660], [-1.10565, -1.18672, 5.57994], [-2.37075, -2.71689, 3.35627], [-1.47875, -3.10752, 2.84467], [-3.24196, -3.26423, 2.97955], [-2.24771, -2.95533, 4.42139], [-4.50236, -1.25465, 1.49870], [-5.50200, -0.90921, 1.79736], [-4.47948, -2.33957, 1.62785], [-4.39893, -1.04288, 0.42641], [-3.92927, 1.83638, 1.63722], [-4.95824, 1.92202, 2.01989], [-4.00560, 1.64107, 0.55970], [-3.45549, 2.81587, 1.76335], [-1.46620, 2.29557, 3.55718], [-2.07018, 2.85768, 4.28491], [-1.37962, 2.92576, 2.66235], [-0.46535, 2.17310, 3.98509], [4.07215, 0.27848, -3.08846], [3.49042, 0.36174, -1.76015], [3.78611, 1.56859, -0.86832], [2.75776, 2.70325, -1.08090], [1.89561, 2.40813, -2.30222], [2.46765, 2.51805, -3.64020], [3.95211, 2.71106, -3.88191], [4.82938, 1.44565, -3.66033], [4.81539, 1.92030, -1.04016], [3.26337, 3.68157, -1.14501], [3.73701, 1.21563, 0.17342], [5.70026, 1.70326, -3.03774], [4.42543, -0.71501, -3.37099], [3.40686, -0.58921, -1.21480], [5.25514, 1.13020, -4.62442], [4.05256, 2.98456, -4.94336], [1.82686, 2.97537, -4.40354], [4.33942, 3.56271, -3.30760], [2.09338, 2.73941, -0.20364], [0.84576, 2.70292, -2.19862], [2.66823, -1.38564, 1.36991], [-2.57817, 0.33445, -2.03653], [0.29483, -0.27823, -2.85987], [-1.05749, 0.32222, -3.28789], [0.31876, -0.50802, -1.77866], [0.49796, -1.24800, -3.36970], [-0.91251, 1.36522, -3.59552], [-1.44644, -0.24954, -4.14534], [-3.97264, 0.14109, -3.20879], [-4.91571, 0.22794, -2.65218], [-3.91816, -0.83992, -3.69194], [-3.93348, 0.94716, -3.95392], [-2.78531, 2.16183, -1.94200], [-2.78974, 2.53499, -2.97500], [-1.96593, 2.63406, -1.38657], [-3.73909, 2.41068, -1.45577], [3.34005, -2.39119, 2.76144], [3.35879, -1.77718, 3.67375], [4.39144, -2.63883, 2.52547], [2.75287, -3.31605, 2.89244], [1.80238, -0.01145, 2.28149], [0.70783, -0.10915, 2.35130], [2.03714, 0.92292, 1.75447], [2.19528, 0.09829, 3.30303], [-0.75172, -3.78137, -0.77358], [-1.00673, -2.59720, -0.06843], [0.03964, -1.90105, 0.54217], [1.33155, -2.44036, 0.64701], [1.54130, -3.69777, 0.03375], [0.55363, -4.28980, -0.76802], [-1.57001, -4.26588, -1.32768], [-2.00794, -2.16559, -0.01126], [-0.15119, -0.91037, 0.94575], [2.50332, -4.20678, 0.17188], [0.78729, -5.15116, -1.40402]]
}

No. 3
{
  "formula": "C30H49N11O26",
  "method": "wB97M-V/def2-TZVPD",
  "smiles": "CCC(=O)OCCc1cccc2c1C(=O)c1ccccc1C2=O.C[N+](=O)[O-].C[N+](=O)[O-].C[N+](=O)[O-].C[N+](=O)[O-].C[N+](=O)[O-].C[N+](=O)[O-].C[N+](=O)[O-].C[N+](=O)[O-].C[N+](=O)[O-].C[N+](=O)[O-].C[N+](=O)[O-]",
  "homo_ev": -9.4,
  "spin_multiplicity": 1,
  "e_lumo_ev": -0.9,
  "species": ["C", "C", "C", "O", "O", "C", "C", "C", "C", "C", "C", "C", "C", "C", "O", "C", "C", "C", "C", "C", "C", "C", "O", "H", "H", "H", "H", "H", "H", "H", "H", "H", "H", "H", "H", "H", "H", "H", "H", "C", "N", "O", "O", "H", "H", "H", "C", "N", "O", "O", "H", "H", "H", "C", "N", "O", "O", "H", "H", "H", "C", "N", "O", "O", "H", "H", "H", "C", "N", "O", "O", "H", "H", "H", "C", "N", "O", "O", "H", "H", "H", "C", "N", "O", "O", "H", "H", "H", "C", "N", "O", "O", "H", "H", "H", "C", "N", "O", "O", "H", "H", "H", "C", "N", "O", "O", "H", "H", "H", "C", "N", "O", "O", "H", "H", "H"],
  "positions_angstrom": [[-2.72323, 2.35170, 3.00905], [-1.74438, 1.11192, 2.84843], [-0.22691, 1.51322, 3.00000], [0.07687, 2.23534, 3.91104], [0.76361, 1.00699, 2.12954], [0.82368, -0.39914, 2.43609], [2.00336, -1.16605, 1.74169], [2.53441, -0.54491, 0.39842], [4.03949, -0.44727, 0.20490], [4.61280, 0.08638, -1.03418], [3.77066, 0.56020, -2.15109], [2.32200, 0.49067, -1.98558], [1.72374, -0.05628, -0.70575], [0.15743, -0.07258, -0.60563], [-0.50887, -0.96271, -0.13425], [-0.53164, 1.21374, -1.25656], [-1.64756, 1.94070, -0.68186], [-2.11134, 3.13846, -1.41207], [-1.54996, 3.62560, -2.67667], [-0.41501, 2.90508, -3.27328], [0.07051, 1.73870, -2.56394], [1.32871, 0.94880, -3.12693], [1.49726, 0.71020, -4.30016], [-3.57550, 2.06282, 3.68597], [-2.19217, 3.19111, 3.52744], [-3.10411, 2.73984, 2.02381], [-1.93277, 0.56063, 1.88198], [-2.04631, 0.38028, 3.65385], [0.98785, -0.50175, 3.55289], [-0.14725, -0.94387, 2.24117], [1.80181, -2.26383, 1.58424], [2.87244, -1.12808, 2.46224], [4.77440, -0.79064, 0.97778], [5.72260, 0.13051, -1.17926], [4.19543, 0.94904, -3.10510], [-2.11242, 1.61665, 0.27140], [-2.95541, 3.73972, -0.98643], [-1.93033, 4.53148, -3.20261], [0.09455, 3.19099, -4.22649], [-1.50661, -1.65157, -3.98103], [-2.96329, -1.65929, -3.68472], [-3.39431, -2.57250, -3.00466], [-3.62366, -0.74786, -4.14545], [-1.04532, -2.51669, -3.51269], [-1.39607, -1.69900, -5.06224], [-1.08765, -0.73420, -3.57188], [4.97882, 0.45599, 5.68644], [4.69866, -0.49481, 4.57792], [4.87712, -0.10009, 3.44160], [4.30842, -1.60503, 4.88828], [5.31572, 1.39731, 5.26183], [4.05415, 0.59182, 6.24301], [5.75303, 0.01357, 6.30948], [-0.71249, 2.43152, 7.06577], [-1.52085, 3.03119, 8.16121], [-2.72127, 2.84232, 8.14021], [-0.91699, 3.67037, 9.00260], [-1.37595, 1.89475, 6.39407], [-0.21163, 3.24361, 6.54420], [0.00553, 1.75369, 7.52241], [7.38979, -0.55482, -4.23295], [7.24680, 0.77694, -3.58632], [7.26300, 1.75732, -4.30475], [7.12126, 0.78941, -2.37580], [7.49136, -0.41287, -5.30501], [8.27856, -1.02620, -3.81920], [6.49448, -1.12935, -4.00149], [-6.35245, -1.63040, -4.77586], [-7.80954, -1.64623, -4.47781], [-8.23349, -2.56187, -3.79425], [-8.47600, -0.74046, -4.93915], [-5.88881, -2.49059, -4.30392], [-6.23878, -1.67593, -5.85673], [-5.94593, -0.70704, -4.37532], [8.12185, 3.78883, -1.08576], [8.63284, 4.10207, 0.27570], [9.75451, 3.72054, 0.55572], [7.88939, 4.71905, 1.01304], [8.88565, 3.23959, -1.62821], [7.22394, 3.18660, -0.96875], [7.90194, 4.73295, -1.57946], [-6.58566, -0.58713, 3.82309], [-5.40405, 0.03046, 4.47917], [-5.56329, 1.10006, 5.03359], [-4.35362, -0.58408, 4.41316], [-7.44168, 0.06654, 3.96125], [-6.35111, -0.69923, 2.76583], [-6.75852, -1.55968, 4.29660], [-4.86698, -5.73681, -4.48933], [-5.15192, -5.45189, -5.92151], [-5.45053, -6.39060, -6.63169], [-5.06448, -4.29104, -6.27728], [-4.98263, -6.80284, -4.31614], [-3.84553, -5.42084, -4.28871], [-5.57924, -5.16881, -3.89400], [-10.18391, -3.00090, 4.14376], [-9.00789, -2.36508, 4.79509], [-9.18263, -1.30172, 5.35400], [-7.94641, -2.96223, 4.71997], [-11.05074, -2.36307, 4.29035], [-9.95560, -3.10609, 3.08522], [-10.33360, -3.97074, 4.61307], [3.90814, -4.25193, 1.39222], [4.26121, -4.05054, -0.03015], [3.35416, -4.05610, -0.83988], [5.44049, -3.89050, -0.28269], [2.83100, -4.37721, 1.45791], [4.41299, -5.14782, 1.74671], [4.23066, -3.36708, 1.93836], [4.27007, 3.23218, -5.33300], [4.19101, 4.50304, -4.56438], [4.88733, 4.60191, -3.57214], [3.43203, 5.35337, -4.98723], [4.98095, 2.57206, -4.84449], [3.27473, 2.79081, -5.34119], [4.60107, 3.47724, -6.33976]]
}

No. 4
{
  "formula": "C30H49N6O2RbS",
  "method": "wB97M-V/def2-TZVPD",
  "homo_ev": [0.2, -0.2],
  "spin_multiplicity": 1,
  "relative_energy_kj_mol": 0.0,
  "e_lumo_ev": [3.1, 3.1],
  "total_charge": -2,
  "species": ["Rb", "C", "C", "C", "C", "C", "C", "C", "C", "C", "S", "C", "N", "H", "H", "H", "H", "H", "H", "H", "H", "C", "N", "C", "C", "C", "N", "C", "C", "H", "H", "H", "H", "H", "H", "H", "H", "H", "H", "H", "H", "H", "H", "H", "H", "C", "O", "C", "C", "H", "H", "H", "H", "H", "H", "C", "C", "C", "C", "N", "C", "C", "H", "H", "H", "H", "H", "H", "H", "C", "N", "C", "C", "O", "N", "C", "C", "H", "H", "H", "H", "H", "H", "H", "H", "H", "H", "H", "H"],
  "positions_angstrom": [[-0.78546, 0.35065, 0.22273], [-0.65668, -3.46212, -0.28750], [-2.06966, -3.24579, -0.38365], [-2.83690, -4.38297, -0.59865], [-4.07156, -4.26516, -0.91850], [-4.61492, -3.02948, -1.41228], [-5.92560, -2.96656, -2.05066], [-6.35158, -1.73082, -2.42061], [-5.63746, -0.55697, -2.08516], [-4.30417, -0.63381, -1.63179], [-3.31901, 0.77643, -1.74959], [-3.78674, -1.92501, -1.20385], [-2.55822, -2.01055, -0.63182], [0.09989, -3.07454, 0.68828], [-0.07017, -3.62834, -1.18427], [-0.10956, -5.63062, -0.30337], [-2.33766, -5.41137, -0.31324], [-4.74515, -5.16722, -1.12381], [-6.42827, -3.99134, -2.36200], [-7.28203, -1.56751, -3.04247], [-6.01408, 0.47726, -2.34703], [-0.02178, -1.05701, -2.93622], [0.39633, 0.37657, -3.29052], [-0.48549, 1.00146, -4.38824], [1.74242, 0.76010, -3.46253], [2.72181, 0.99008, -2.33339], [2.39938, 1.87177, -1.22880], [1.91223, 3.21657, -1.51742], [3.04571, 1.73202, -0.01093], [0.50097, -1.75261, -4.29192], [-1.14150, -0.59292, -2.78474], [0.71220, -1.27523, -2.44666], [-0.24140, 0.81549, -5.53121], [-0.50259, 2.53250, -4.15704], [-1.62616, 0.46896, -4.32209], [1.69483, 1.79159, -4.11992], [2.36035, 0.01810, -4.39801], [4.09277, 1.58527, -2.96166], [3.10068, 0.01969, -1.82876], [2.58729, 4.02699, -1.91445], [1.30773, 3.65939, -0.54011], [1.01874, 3.03204, -2.31227], [6.41949, 1.45055, -0.82818], [3.67099, 0.94937, -0.15555], [3.60596, 2.81627, 0.20782], [-1.71194, 1.67502, 4.61464], [-1.94286, 0.30657, 4.38232], [-1.49204, -0.28834, 3.34531], [-1.85212, -1.71359, 3.24081], [-0.63144, 1.95641, 4.26677], [-1.90648, 1.83249, 5.69118], [-2.47357, 2.24803, 3.99413], [-2.61605, -1.95086, 2.41260], [-2.23315, -1.93762, 4.20646], [-0.97319, -2.09844, 2.57890], [-0.83991, 7.75451, 2.61599], [-0.68163, 6.38183, 2.04611], [-1.16466, 6.08973, 0.76767], [-0.90923, 4.78835, 0.24530], [-0.46012, 3.79168, 0.93759], [-0.07663, 4.00064, 2.21566], [-0.11869, 5.35021, 2.70869], [-0.92310, 8.47848, 1.78975], [0.08066, 7.98962, 3.23316], [-1.75503, 7.87066, 3.25782], [-1.61782, 6.89430, 0.16682], [-1.22909, 4.63323, -0.84338], [0.19179, 3.06708, 2.91321], [0.29710, 5.50370, 3.73004], [2.94711, -3.39109, -1.42458], [3.28163, -3.14743, -0.00805], [4.63355, -3.58276, 0.30602], [2.59503, -2.15514, 0.68359], [1.87298, -1.36193, 0.11270], [2.65573, -2.21814, 2.08204], [3.09858, -3.30376, 2.84731], [2.07540, -1.08436, 2.80968], [3.65836, -2.86543, -1.91979], [1.78463, -3.20574, -1.42774], [3.10684, -4.51032, -1.69401], [5.26035, -3.26368, -0.23986], [4.86585, -4.78249, 0.39196], [4.78443, -3.17034, 1.39934], [2.88716, -4.39979, 2.25561], [2.42676, -3.32877, 3.90893], [4.16473, -3.32747, 3.13986], [1.36557, -1.00247, 2.26597], [2.58134, -0.32160, 3.03479], [1.52717, -1.56217, 3.65070]]
}